Entry 1:
An isolated molecule of C4H6N2O. Source: OMol25; level of theory: ωB97M-V with the def2-TZVPD basis set.

Last column: Mulliken charge in e.
CARTESIAN COORDINATES (ANGSTROEM)
N -2.2535 -0.2049 0.1249  -0.558
C -0.8694 -0.0635 0.1328  0.309
C -0.0358 0.9759 0.1498  -0.675
C 1.3620 0.4156 0.2227  0.510
C 1.2238 -1.1125 0.2002  -0.759
O 2.1555 0.8207 -0.8808  -0.522
N -0.0852 -1.2707 0.1809  0.085
H -2.5760 -0.8734 -0.5668  0.251
H -2.7253 0.6792 -0.0165  0.248
H -0.2995 2.0250 0.1290  0.332
H 1.8489 0.6937 1.1756  0.204
H 2.7827 0.0967 -1.0208  0.351
H -0.5284 -2.1819 0.1689  0.225

Multiplicity: 1
Relative energy (zero: lowest compared OMol25 entry of this formula, charge and spin) (kJ/mol): 296.91
Highest occupied orbital energy (eV): -8.74
Frontier orbital gap (eV): 9.5

=====

Entry 2:
An isolated molecule of C4H6N2O in a non-equilibrium geometry. Source: OMol25; level of theory: ωB97M-V with the def2-TZVPD basis set.

Last column: Mulliken charge in e.
CARTESIAN COORDINATES (ANGSTROEM)
C 1.8987 -0.1420 -0.6846  -1.134
C 0.5283 -0.3743 -0.1616  0.532
N -0.1682 -1.4731 -0.2622  -0.756
N -1.4489 -1.2985 0.2113  0.154
C -1.6255 -0.0221 0.5686  -0.711
C -0.4969 0.6860 0.3611  0.626
O -0.0723 1.9844 0.4276  -0.538
H 1.9546 0.5246 -1.5102  0.299
H 2.4929 0.2725 0.1085  0.290
H 2.3333 -1.0206 -1.0931  0.365
H -2.1387 -1.9916 0.3566  0.203
H -2.4856 0.1859 1.2086  0.350
H -0.7716 2.6689 0.4694  0.321

Multiplicity: 1
Relative energy (zero: lowest compared OMol25 entry of this formula, charge and spin) (kJ/mol): 200.23
Highest occupied orbital energy (eV): -8.16
Frontier orbital gap (eV): 8.9

=====

Entry 3:
An isolated molecule of C4H6N2O in a non-equilibrium geometry. Source: OMol25; level of theory: ωB97M-V with the def2-TZVPD basis set.

Last column: Mulliken charge in e.
CARTESIAN COORDINATES (ANGSTROEM)
C 1.6835 1.0937 0.5633  -0.738
O 1.3869 -0.3026 0.4436  -0.404
C 0.1626 -0.4868 -0.0932  0.528
C -0.2740 -0.8741 -1.3108  -0.380
N -1.6655 -0.7937 -1.3549  -0.523
C -2.0313 -0.4288 -0.1673  -0.145
N -0.9585 -0.2106 0.6962  -0.271
H 1.5491 1.5848 -0.4078  0.332
H 2.7239 1.1696 0.8804  0.228
H 1.0307 1.5788 1.2989  0.309
H 0.3079 -1.2351 -2.1425  0.411
H -3.0536 -0.2253 0.1338  0.390
H -0.8616 -0.8699 1.4602  0.262

Multiplicity: 1
Relative energy (zero: lowest compared OMol25 entry of this formula, charge and spin) (kJ/mol): 174.88
Highest occupied orbital energy (eV): -8.89
Frontier orbital gap (eV): 9.8

=====

Entry 4:
An isolated molecule of C4H6N2O. Source: OMol25; level of theory: ωB97M-V with the def2-TZVPD basis set.

Last column: Mulliken charge in e.
CARTESIAN COORDINATES (ANGSTROEM)
C 0.9943 0.8840 -0.4667  -0.230
N 1.6146 0.6904 0.6241  -0.516
C 0.9607 -0.4587 1.2636  -0.330
N 0.2728 -1.1644 0.1801  -0.404
C -0.1390 -0.0799 -0.6529  0.777
C -1.5230 0.3824 -0.8277  -0.499
O -0.7941 -0.3003 -1.8610  -0.496
H 1.2344 1.6936 -1.1556  0.389
H 0.2529 -0.0474 2.0041  0.286
H 1.6856 -1.0881 1.7822  0.290
H -0.4937 -1.7532 0.4864  0.264
H -1.7426 1.4334 -1.0171  0.231
H -2.3230 -0.1918 -0.3593  0.237

Multiplicity: 1
Relative energy (zero: lowest compared OMol25 entry of this formula, charge and spin) (kJ/mol): 246.00
Highest occupied orbital energy (eV): -9.34
Frontier orbital gap (eV): 10.2

=====

Entry 5:
A structure of composition C4H6N2O in a non-equilibrium geometry. Source: OMol25; level of theory: ωB97M-V with the def2-TZVPD basis set.

Last column: Mulliken charge in e.
CARTESIAN COORDINATES (ANGSTROEM)
C 0.4590 0.3766 0.1029  0.240
C -0.8733 0.9757 0.1441  -0.637
C -1.6730 -0.0160 0.0421  -0.084
C -0.9908 -1.3043 -0.1252  -0.430
H 1.9821 1.8509 1.0830  0.301
H 1.4344 2.0041 -0.9105  0.321
H -1.3825 1.9084 0.0327  0.323
H -2.9257 -0.0820 -0.0418  0.201
H -1.4507 -2.3658 0.3781  0.232
H 1.9450 -1.7862 -0.6711  0.376
N 1.6733 1.0393 -0.1020  -0.683
N 0.3446 -0.9477 -0.1735  0.241
O 1.4576 -1.6531 0.2412  -0.402

Multiplicity: 1
Relative energy (zero: lowest compared OMol25 entry of this formula, charge and spin) (kJ/mol): 780.08
Highest occupied orbital energy (eV): -7.58
Frontier orbital gap (eV): 7.9

=====

Entry 6:
An isolated molecule of C4H6N2O in a non-equilibrium geometry. Source: OMol25; level of theory: ωB97M-V with the def2-TZVPD basis set.

Last column: Mulliken charge in e.
CARTESIAN COORDINATES (ANGSTROEM)
N 1.8792 -0.6430 0.1272  -0.656
C 0.5555 -0.1874 -0.1773  0.340
C -0.5832 -0.9164 0.5061  -0.426
C -1.5967 -0.0622 0.6340  -0.503
C -1.1044 1.2004 0.0046  0.556
O -1.6809 1.8937 -0.8012  -0.576
N 0.2839 1.2076 0.2143  -0.471
H 2.5469 -0.2942 -0.5514  0.261
H 1.9359 -1.6557 0.1147  0.240
H 0.2430 -0.1805 -1.2593  0.249
H -0.5665 -1.9827 0.7098  0.293
H -2.6280 -0.2526 0.8988  0.404
H 0.7152 1.8731 -0.4203  0.290

Multiplicity: 1
Relative energy (zero: lowest compared OMol25 entry of this formula, charge and spin) (kJ/mol): 142.91
Highest occupied orbital energy (eV): -9.79
Frontier orbital gap (eV): 10.5

=====

Entry 7:
A structure of composition C4H6N2O in a non-equilibrium geometry. Source: OMol25; level of theory: ωB97M-V with the def2-TZVPD basis set.

Last column: Mulliken charge in e.
CARTESIAN COORDINATES (ANGSTROEM)
C 1.7833 0.7477 0.1753  -0.641
C 0.1774 0.1241 -0.0758  -0.203
C -1.6974 -1.0368 0.2210  -0.156
C -1.2033 0.2264 0.0018  0.590
H 2.4930 -0.3661 -0.1362  0.184
H 2.1075 1.6429 -0.5739  0.268
H 1.9067 0.9736 1.2991  0.267
H 1.3950 -1.4017 -0.9440  0.298
H -2.7032 -1.3973 0.7770  0.307
H -1.7320 2.2137 -0.3331  0.332
N 0.4274 -1.0973 -0.1556  0.081
N -0.7456 -1.8918 -0.0998  -0.749
O -2.2088 1.2627 -0.1559  -0.579

Multiplicity: 1
Relative energy (zero: lowest compared OMol25 entry of this formula, charge and spin) (kJ/mol): 639.35
Highest occupied orbital energy (eV): -8.26
Frontier orbital gap (eV): 8.6

=====

Entry 8:
A cluster of 2 separate species, C4H6N2O in total. Source: OMol25; level of theory: ωB97M-V with the def2-TZVPD basis set.

Last column: Mulliken charge in e.
CARTESIAN COORDINATES (ANGSTROEM)
C -0.9985 0.2659 0.7147  -0.251
C -0.1704 0.4489 -0.4121  -0.419
N -0.7479 0.0417 -1.5319  -0.781
N -1.9482 -0.3989 -1.1359  0.284
C -2.1491 -0.2818 0.1980  -0.428
H -0.7767 0.4909 1.7474  0.357
H 0.8206 0.8755 -0.4497  0.596
H -2.5821 -0.7651 -1.8263  0.218
H -3.0780 -0.5848 0.6602  0.415
C 2.9131 -0.0263 0.5046  -0.187
O 2.3045 -0.0946 1.5412  -0.374
H 3.6887 0.7460 0.3302  0.256
H 2.7241 -0.7174 -0.3403  0.316

Multiplicity: 1
Relative energy (zero: lowest compared OMol25 entry of this formula, charge and spin) (kJ/mol): 205.20
Highest occupied orbital energy (eV): -9.39
Frontier orbital gap (eV): 10.2

=====

Entry 9:
An isolated molecule of C4H6N2O in a non-equilibrium geometry. Source: OMol25; level of theory: ωB97M-V with the def2-TZVPD basis set.

Last column: Mulliken charge in e.
CARTESIAN COORDINATES (ANGSTROEM)
N -1.8222 -0.2207 -0.2441  -0.630
C -0.4182 -0.1649 -0.0943  0.790
C 0.2183 1.1840 0.1115  -0.608
C 1.4078 0.8743 0.6330  -0.286
C 1.4567 -0.5981 1.0436  -0.466
O 0.3322 -0.8314 -1.2060  -0.519
N 0.1460 -0.9155 1.0273  -0.173
H -2.1177 0.3335 -1.0417  0.274
H -2.1490 -1.1731 -0.3740  0.257
H -0.2374 2.1390 -0.1502  0.312
H 2.2468 1.5368 0.7963  0.403
H 1.0478 -0.2656 -1.5314  0.366
H -0.1110 -1.8982 1.0301  0.280

Multiplicity: 1
Relative energy (zero: lowest compared OMol25 entry of this formula, charge and spin) (kJ/mol): 405.75
Highest occupied orbital energy (eV): -8.50
Frontier orbital gap (eV): 8.5

=====

Entry 10:
An isolated molecule of C4H6N2O. Source: OMol25; level of theory: ωB97M-V with the def2-TZVPD basis set.

Last column: Mulliken charge in e.
CARTESIAN COORDINATES (ANGSTROEM)
N 1.9206 0.7620 -0.0730  -0.616
C 0.5862 0.3370 0.0066  -0.104
C 0.0667 -0.9827 0.2017  0.362
O 0.8193 -2.0719 0.5170  -0.758
C -1.3964 -0.7939 0.2193  -0.465
C -1.6522 0.5104 -0.0483  -0.497
N -0.4443 1.1872 -0.1719  0.043
H 2.4750 -0.0151 -0.4262  0.316
H 2.2774 0.9315 0.8671  0.272
H 0.3820 -1.4598 -0.7979  0.383
H -2.1219 -1.5816 0.3694  0.418
H -2.5869 1.0368 -0.1823  0.394
H -0.3256 2.1400 -0.4815  0.252

Multiplicity: 1
Relative energy (zero: lowest compared OMol25 entry of this formula, charge and spin) (kJ/mol): 387.99
Highest occupied orbital energy (eV): -7.60
Frontier orbital gap (eV): 8.1

=====

Entry 11:
A structure of composition C4H6N2O in a non-equilibrium geometry. Source: OMol25; level of theory: ωB97M-V with the def2-TZVPD basis set.

Last column: Mulliken charge in e.
CARTESIAN COORDINATES (ANGSTROEM)
C 2.2134 0.6226 0.2810  -0.607
O 1.2141 0.0870 1.1647  -0.384
C 0.0538 -0.2721 0.5321  0.778
N 0.0560 -1.5269 0.1700  -0.411
N -1.6068 -1.4314 -0.6900  -0.308
C -1.9573 -0.1713 -0.4976  -0.210
C -1.0387 0.5610 0.2175  -0.651
H 2.5169 1.5990 0.6722  0.239
H 3.0812 -0.0470 0.2589  0.232
H 1.8084 0.7418 -0.7301  0.330
H -2.3085 -1.9637 -1.2486  0.239
H -2.8889 0.2545 -0.8873  0.394
H -1.1392 1.5915 0.4965  0.360

Multiplicity: 1
Relative energy (zero: lowest compared OMol25 entry of this formula, charge and spin) (kJ/mol): 395.68
Highest occupied orbital energy (eV): -8.62
Frontier orbital gap (eV): 8.9

=====

Entry 12:
An isolated molecule of C4H6N2O. Source: OMol25; level of theory: ωB97M-V with the def2-TZVPD basis set.

Last column: Mulliken charge in e.
CARTESIAN COORDINATES (ANGSTROEM)
C -2.0255 -0.0040 -0.1263  -1.069
C -0.5508 -0.0394 0.1062  0.435
C 0.4443 -0.4178 -0.7634  -0.389
C 1.6392 -0.1727 -0.0639  0.322
O 2.8833 -0.4068 -0.5692  -0.511
N 1.4287 0.3014 1.1532  -0.882
N 0.0784 0.3761 1.2308  0.285
H -2.5872 0.3873 0.7268  0.316
H -2.3930 -1.0084 -0.3579  0.272
H -2.2390 0.6346 -0.9898  0.266
H 0.3338 -0.8022 -1.7649  0.375
H 3.3487 0.4339 -0.6540  0.354
H -0.3608 0.7179 2.0726  0.226

Multiplicity: 1
Relative energy (zero: lowest compared OMol25 entry of this formula, charge and spin) (kJ/mol): 98.78
Highest occupied orbital energy (eV): -9.08
Frontier orbital gap (eV): 10.0